[1]
{"formula": "C6H10N", "method": "the ωB97M-V functional and the def2-TZVPD basis", "orbital_gap_ev": 11.6, "charge": 1, "lumo_ev": -3.1, "homo_ev": -14.8, "species": ["C", "C", "C", "C", "C", "C", "N", "H", "H", "H", "H", "H", "H", "H", "H", "H", "H"], "coordinates": [[-0.971, -0.772, -2.074], [0.065, -1.602, -1.873], [-1.073, -0.839, 0.661], [-0.564, -0.946, -0.688], [1.359, -0.098, 0.819], [-0.390, 1.422, 0.041], [0.060, 0.056, 0.200], [-1.778, -0.266, -2.536], [0.772, -2.244, -2.306], [-1.936, -0.158, 0.755], [-0.768, -1.429, 1.543], [2.213, 0.468, 0.365], [1.571, 0.016, 1.925], [1.726, -1.202, 0.682], [0.452, 2.088, -0.286], [-1.290, 1.313, -0.563], [-0.666, 1.827, 1.086]]}

=====

[2]
{"formula": "C6H8BFO3", "method": "the ωB97M-V functional and the def2-TZVPD basis", "orbital_gap_ev": 8.2, "lumo_ev": 0.4, "homo_ev": -7.9, "species": ["B", "C", "C", "C", "C", "C", "C", "O", "O", "O", "F", "H", "H", "H", "H", "H", "H", "H", "H"], "coordinates": [[2.408, -1.473, -0.171], [2.007, 1.153, -0.120], [2.140, -0.129, -0.173], [-1.922, -1.067, 0.175], [0.692, 1.821, 0.080], [-0.463, 0.979, 0.653], [-1.132, 0.070, -0.494], [-1.369, -2.130, 0.352], [2.428, -2.770, -0.362], [-3.180, -0.815, 0.376], [-1.856, 0.866, -1.361], [2.708, 1.796, -0.500], [0.923, 2.655, 0.662], [0.256, 1.985, -1.006], [-0.048, 0.390, 1.463], [-1.369, 1.716, 1.076], [-0.136, -0.284, -0.972], [1.528, -3.164, -0.543], [-3.616, -1.599, 0.865]]}

=====

[3]
{"formula": "CH4IOPS", "method": "the ωB97M-V functional and the def2-TZVPD basis", "orbital_gap_ev": [7.2, 7.2], "lumo_ev": [-1.2, -1.2], "homo_ev": [-8.4, -8.4], "species": ["C", "O", "P", "S", "I", "H", "H", "H", "H"], "coordinates": [[0.351, 1.789, 0.234], [-0.118, -3.113, -0.357], [-0.291, 0.468, -0.870], [0.635, -1.889, 0.432], [-2.513, 0.352, 0.132], [1.444, 1.564, 0.366], [-0.119, 1.490, 1.170], [0.224, 2.933, -0.033], [0.387, -3.593, -1.075]]}

=====

[4]
{"formula": "CHHgLiO2", "method": "the ωB97M-V functional and the def2-TZVPD basis", "orbital_gap_ev": [8.3, 9.9], "multiplicity": 2, "charge": 1, "lumo_ev": [-4.2, -5.8], "homo_ev": [-12.5, -15.7], "species": ["O", "C", "H", "O", "Hg", "Li"], "coordinates": [[-0.221, 1.366, -2.402], [-0.191, 1.673, -3.490], [-0.162, -1.840, 1.301], [0.072, -0.937, 1.526], [-0.181, 0.386, -0.074], [0.684, -0.648, 3.139]]}

=====

[5]
{"formula": "C49H37BrN3OP2SV", "method": "the ωB97M-V functional and the def2-TZVPD basis", "orbital_gap_ev": [6.7, 6.4], "multiplicity": 3, "charge": 2, "lumo_ev": [-6.8, -7.2], "homo_ev": [-13.5, -13.5], "species": ["V", "Br", "C", "C", "C", "C", "C", "C", "N", "C", "C", "C", "C", "C", "C", "N", "H", "H", "H", "H", "H", "H", "H", "H", "H", "O", "C", "C", "C", "C", "C", "C", "P", "C", "C", "C", "C", "C", "C", "C", "C", "C", "C", "C", "C", "C", "C", "C", "C", "C", "C", "P", "C", "C", "C", "C", "C", "C", "C", "C", "C", "C", "C", "C", "H", "H", "H", "H", "H", "H", "H", "H", "H", "H", "H", "H", "H", "H", "H", "H", "H", "H", "H", "H", "H", "H", "H", "H", "H", "H", "H", "H", "S", "C", "N"], "coordinates": [[-0.005, 0.415, -0.201], [0.174, 7.456, -2.771], [0.366, 5.627, -2.306], [0.170, 5.226, -0.986], [0.380, 3.911, -0.632], [0.763, 2.969, -1.590], [0.928, 3.380, -2.920], [0.730, 4.697, -3.277], [1.052, 1.652, -1.216], [2.188, 1.167, -1.637], [2.448, -0.212, -1.428], [3.631, -0.848, -1.834], [3.723, -2.216, -1.721], [2.609, -2.916, -1.254], [1.497, -2.216, -0.831], [1.416, -0.884, -0.865], [-0.130, 5.948, -0.242], [0.304, 3.611, 0.406], [1.199, 2.656, -3.676], [0.868, 5.009, -4.300], [2.901, 1.788, -2.168], [4.441, -0.254, -2.228], [4.618, -2.745, -2.010], [2.614, -3.992, -1.239], [0.624, -2.761, -0.493], [-0.519, -1.526, 1.299], [0.560, -1.980, 2.042], [0.865, -3.308, 2.309], [1.984, -3.605, 3.076], [2.804, -2.598, 3.558], [2.529, -1.276, 3.252], [1.412, -0.964, 2.493], [0.906, 0.700, 1.995], [-0.331, 1.190, 3.225], [-0.794, 0.320, 4.209], [-1.790, 0.736, 5.076], [-2.333, 2.006, 4.965], [-1.862, 2.882, 3.997], [-0.871, 2.474, 3.126], [2.375, 1.719, 2.315], [2.427, 2.691, 3.311], [3.610, 3.380, 3.526], [4.728, 3.110, 2.756], [4.676, 2.147, 1.758], [3.501, 1.457, 1.534], [-1.494, -2.442, 0.925], [-2.094, -3.302, 1.834], [-3.044, -4.206, 1.392], [-3.390, -4.269, 0.050], [-2.841, -3.374, -0.849], [-1.892, -2.447, -0.416], [-1.419, -1.038, -1.462], [-0.598, -1.624, -2.976], [-0.516, -2.973, -3.305], [0.114, -3.355, -4.476], [0.661, -2.404, -5.321], [0.599, -1.060, -4.987], [-0.014, -0.668, -3.810], [-3.063, -0.435, -1.977], [-3.205, 0.298, -3.156], [-4.440, 0.816, -3.501], [-5.538, 0.616, -2.679], [-5.403, -0.112, -1.508], [-4.171, -0.626, -1.145], [0.240, -4.107, 1.940], [2.215, -4.637, 3.291], [3.657, -2.839, 4.170], [3.175, -0.488, 3.607], [-0.375, -0.672, 4.303], [-2.152, 0.055, 5.831], [-3.127, 2.316, 5.627], [-2.280, 3.873, 3.905], [-0.512, 3.156, 2.365], [1.562, 2.888, 3.926], [3.656, 4.127, 4.304], [5.647, 3.641, 2.944], [5.552, 1.933, 1.165], [3.459, 0.683, 0.775], [-1.848, -3.231, 2.881], [-3.527, -4.858, 2.103], [-4.119, -4.990, -0.286], [-3.178, -3.357, -1.876], [-0.945, -3.721, -2.654], [0.158, -4.399, -4.740], [1.145, -2.708, -6.235], [1.012, -0.319, -5.653], [-0.050, 0.384, -3.536], [-2.363, 0.456, -3.813], [-4.550, 1.379, -4.413], [-6.499, 1.027, -2.946], [-6.255, -0.283, -0.866], [-4.081, -1.168, -0.216], [-1.787, 1.751, 0.057], [-2.504, 0.703, 1.116], [-2.965, -0.019, 1.887]]}

=====

[6]
{"formula": "C2H3N3S", "method": "the ωB97M-V functional and the def2-TZVPD basis", "orbital_gap_ev": 8.6, "lumo_ev": -0.8, "homo_ev": -9.4, "species": ["C", "C", "H", "H", "H", "N", "N", "N", "S"], "coordinates": [[-0.575, 0.201, -0.022], [-1.928, -0.275, 0.051], [1.938, 1.175, 1.141], [0.255, -1.671, -0.792], [-1.308, 2.145, 0.139], [0.523, -0.589, 0.211], [-0.544, 1.423, -0.203], [-3.059, -0.588, 0.034], [2.231, -0.183, -0.060]]}

=====

[7]
{"formula": "C2H6N2S", "method": "the ωB97M-V functional and the def2-TZVPD basis", "orbital_gap_ev": 9.9, "lumo_ev": 0.7, "homo_ev": -9.2, "species": ["C", "C", "H", "H", "H", "H", "H", "H", "N", "N", "S"], "coordinates": [[0.686, 0.267, -1.311], [-0.372, -1.065, 0.503], [0.093, 1.031, -1.802], [0.579, -0.719, -1.814], [1.689, 0.623, -1.277], [0.531, 1.793, 1.662], [-0.040, -1.842, -0.093], [-1.616, -0.500, 1.880], [0.200, 0.180, 0.059], [-1.292, -1.313, 1.353], [-0.459, 1.544, 0.841]]}

=====

Table of calculated total energy (eV), in record order: -7863.0033; -15885.6715; -31372.1646; -9520.7051; -183062.6452; -17422.0156; -15985.5188
Table of energy relative to the best compared isomer or geometry (same formula, charge and spin) (kJ/mol), in record order: 322.7; 357.2; 345.9; 49.9; 0.0; 557.8; 123.5